No. 1
Entry from the OMol25 dataset: a structure of composition C55H58CrGeN3O3PS in a non-equilibrium geometry (the ωB97M-V functional and the def2-TZVPD basis).

Output
- M (g/mol) = 996.73
- E_tot (a.u.) = -6381.42596
- ⟨S²⟩ = 0.786
- spin multiplicity = 2
- E_LUMO (spin up / spin down) (eV) = 2.5 / 2.5
- HOMO energy (spin up / spin down) (eV) = -4.152 / -4.127
- charge = -1

XYZ file:
```
123
C55H58CrGeN3O3PS (the ωB97M-V functional and the def2-TZVPD basis)
Cr 1.3647 -0.0481 -0.0396
C 2.5998 -0.2767 4.4943
N 3.4238 0.3346 3.4672
C 4.5283 1.0857 4.0289
C 2.7255 2.3308 2.2329
C 2.8994 3.3425 3.1709
C 3.2906 4.6207 2.8141
C 3.5473 4.8655 1.4770
C 3.2855 3.8942 0.5265
C 2.7335 2.6245 0.8322
N 2.3263 1.7361 -0.1659
C 2.1773 2.2747 -1.4624
C 1.7156 3.5713 -1.7508
C 1.7824 4.1024 -3.0283
C 2.2805 3.3530 -4.0824
C 2.6128 2.0294 -3.8460
C 2.5138 1.4867 -2.5767
N 2.8181 0.0997 -2.3364
C 2.2264 -0.7928 -3.3320
C 4.2725 -0.0664 -2.3473
H 2.2375 0.4474 5.2379
H 3.2059 -1.0399 4.9871
H 1.7444 -0.7535 4.0203
H 4.2536 1.7191 4.8839
H 5.0086 1.6890 3.2663
H 5.2479 0.3393 4.3682
H 2.7287 3.1091 4.2138
H 3.4140 5.3917 3.5663
H 3.9323 5.8284 1.1591
H 3.5148 4.1125 -0.5034
H 1.3127 4.1711 -0.9477
H 1.4354 5.1151 -3.2014
H 2.3584 3.7724 -5.0771
H 2.9315 1.4053 -4.6745
H 2.6928 -0.6949 -4.3238
H 1.1624 -0.5870 -3.4133
H 2.3678 -1.8118 -2.9873
H 4.7001 0.3345 -3.2733
H 4.5279 -1.1235 -2.2797
H 4.7069 0.4640 -1.4990
C 0.2150 -4.0047 -2.1836
C -0.9525 -4.1930 -1.2588
C -1.8581 -5.2078 -1.5475
C -2.9961 -5.4091 -0.7836
C -3.2568 -4.5583 0.2730
C -2.3607 -3.5419 0.5772
C -1.1764 -3.3690 -0.1381
P 0.1079 -2.1436 0.4471
C -0.6927 -1.4717 1.9423
C -1.1020 -0.0401 1.6396
C -1.7438 0.7083 2.8316
C -2.3991 -0.1724 3.8311
C -1.9643 -1.4102 4.0112
C -1.0235 -2.0740 3.0897
C -0.5947 -3.4714 3.4642
C 1.4121 -3.3474 0.9059
C 1.2371 -4.7159 1.1357
C 2.3158 -5.5229 1.4430
C 3.5852 -4.9549 1.5498
C 3.7566 -3.6050 1.3099
C 2.6777 -2.7810 0.9519
C 2.8923 -1.3330 0.6040
H 0.3350 -4.8717 -2.8339
H 1.1467 -3.8496 -1.6426
H 0.0340 -3.1312 -2.8129
H -1.6660 -5.8514 -2.3997
H -3.6833 -6.2114 -1.0291
H -4.1538 -4.6804 0.8691
H -2.5773 -2.8850 1.4078
H -1.9123 -0.1042 0.8873
H -2.4070 1.4759 2.4379
H -3.0996 0.2718 4.5265
H -2.3514 -1.9982 4.8367
H -0.9770 -3.7342 4.4523
H 0.4907 -3.5603 3.4864
H -0.9714 -4.2058 2.7502
H 0.2493 -5.1553 1.0616
H 2.1742 -6.5857 1.5986
H 4.4369 -5.5731 1.8108
H 4.7461 -3.1650 1.3828
H 3.6716 -1.3086 -0.1446
H 3.3536 -0.8744 1.4681
C -0.9616 3.3053 3.3599
S -0.4671 1.6502 3.8683
O -0.8885 1.5350 5.3075
O 2.4393 1.0657 2.6626
O -0.0439 0.6781 1.0810
H -0.4966 3.9919 4.0672
H -2.0482 3.3998 3.3845
H -0.5630 3.4744 2.3592
C -0.7338 1.0876 -3.7146
Ge -1.0401 0.6060 -1.7866
C -2.4070 -0.8242 -2.1272
C -3.5710 -0.9216 -1.3575
C -4.5719 -1.8352 -1.6621
C -4.4278 -2.6892 -2.7485
C -3.2761 -2.6195 -3.5200
C -2.2800 -1.6972 -3.2096
C -2.1665 2.1838 -1.2662
C -1.6335 2.9884 -0.2898
C -2.2598 4.1907 0.1269
C -3.4304 4.5849 -0.4437
C -4.0251 3.8044 -1.4637
C -5.2333 4.2179 -2.0801
C -5.8009 3.4840 -3.0781
C -5.1797 2.2899 -3.5071
C -4.0171 1.8663 -2.9314
C -3.3934 2.5980 -1.8855
H -1.7038 1.3039 -4.1805
H -0.2435 0.2978 -4.2896
H -0.1226 1.9839 -3.7683
H -3.7163 -0.2361 -0.5247
H -5.4703 -1.8768 -1.0541
H -5.2067 -3.4035 -2.9904
H -3.1551 -3.2775 -4.3756
H -1.4009 -1.6350 -3.8473
H -0.7002 2.6730 0.1686
H -1.8072 4.7978 0.9027
H -3.9180 5.5069 -0.1389
H -5.6946 5.1420 -1.7427
H -6.7212 3.8170 -3.5423
H -5.6280 1.7028 -4.3001
H -3.5606 0.9489 -3.2691
```

No. 2
Entry from the OMol25 dataset: a structure of composition C49H47BiN4OP2SSi in a non-equilibrium geometry (the ωB97M-V functional and the def2-TZVPD basis).

Output
- M (g/mol) = 1039.02
- E_tot (a.u.) = -3774.59329
- E_LUMO (eV) = -0.2
- HOMO energy (eV) = -5.248

XYZ file:
```
106
C49H47BiN4OP2SSi (the ωB97M-V functional and the def2-TZVPD basis)
Bi -0.1652 -0.2977 -0.5198
C 3.3903 -0.7050 1.2000
Si 1.6482 -0.2369 1.8281
C 1.1973 -1.5211 3.1742
C 1.9842 -1.6348 4.3291
C 1.8010 -2.6495 5.2507
C 0.8295 -3.6160 5.0161
C 0.0302 -3.5178 3.8933
C 0.1613 -2.4493 2.9968
P -0.9487 -2.3086 1.5289
C -0.8224 -3.9869 0.8121
C -1.9360 -4.7517 0.4757
C -1.7803 -5.9932 -0.1308
C -0.5139 -6.4822 -0.4120
C 0.6034 -5.7209 -0.0870
C 0.4495 -4.4832 0.5153
C -2.6650 -2.2652 2.2077
C -3.6678 -1.6928 1.4256
C -4.9770 -1.6350 1.8892
C -5.3125 -2.1441 3.1323
C -4.3203 -2.7107 3.9222
C -3.0119 -2.7655 3.4667
C 1.7115 1.4765 2.6800
C 2.7528 1.8687 3.5332
C 2.7485 3.0936 4.1776
C 1.6842 3.9702 3.9892
C 0.6492 3.6132 3.1457
C 0.6647 2.3875 2.4749
P -0.7224 1.9108 1.3624
C -2.1564 2.1022 2.4698
C -2.3578 1.0401 3.3529
C -3.4123 1.0519 4.2494
C -4.2791 2.1365 4.2813
C -4.0756 3.2048 3.4206
C -3.0185 3.1911 2.5194
C -0.8350 3.3514 0.2385
C 0.2351 4.2135 0.0043
C 0.1172 5.2603 -0.9025
C -1.0685 5.4579 -1.5946
C -2.1341 4.5901 -1.3866
C -2.0137 3.5411 -0.4886
H 4.1556 -0.7633 1.9833
H 3.3518 -1.6825 0.7124
H 3.7364 0.0275 0.4660
H 2.7836 -0.9210 4.4981
H 2.4322 -2.7112 6.1288
H 0.7012 -4.4448 5.7010
H -0.6915 -4.3017 3.7000
H -2.9320 -4.3795 0.6833
H -2.6561 -6.5779 -0.3833
H -0.3951 -7.4496 -0.8827
H 1.5968 -6.0929 -0.3044
H 1.3285 -3.8954 0.7611
H -3.3873 -1.2643 0.4616
H -5.7343 -1.1715 1.2688
H -6.3330 -2.0923 3.4915
H -4.5600 -3.1067 4.9013
H -2.2738 -3.1940 4.1243
H 3.5867 1.1952 3.7031
H 3.5641 3.3648 4.8371
H 1.6636 4.9246 4.5003
H -0.1799 4.2973 2.9997
H -1.6825 0.1906 3.3380
H -3.5580 0.2113 4.9158
H -5.1073 2.1503 4.9784
H -4.7407 4.0588 3.4494
H -2.8694 4.0448 1.8714
H 1.1740 4.0693 0.5244
H 0.9580 5.9232 -1.0652
H -1.1614 6.2779 -2.2951
H -3.0615 4.7284 -1.9286
H -2.8431 2.8566 -0.3410
N -0.9970 1.1831 -2.4626
C -1.2879 0.2677 -3.5887
C -1.9422 -1.0587 -3.1996
N -1.1223 -1.9212 -2.3190
H -1.8635 1.5546 -2.0904
H -0.4055 1.9382 -2.7970
H -0.3516 0.0692 -4.1182
H -1.9689 0.7602 -4.2908
H -2.1553 -1.5950 -4.1318
H -2.8780 -0.8563 -2.6836
H -0.3885 -2.3332 -2.8874
H -1.6675 -2.6739 -1.9150
S 5.5316 0.2605 -5.2405
C 4.1427 -0.0171 -4.1505
C 3.8268 0.8973 -3.1553
C 2.7399 0.6319 -2.3372
N 1.9778 -0.4527 -2.4479
C 2.2989 -1.3275 -3.3974
C 3.3660 -1.1616 -4.2676
C 4.6637 1.1659 -6.5139
C 4.5759 2.5487 -6.4644
C 3.8935 3.2026 -7.4807
N 3.3211 2.5772 -8.5056
C 3.4214 1.2514 -8.5451
C 4.0802 0.5010 -7.5816
H 4.4112 1.7960 -3.0151
H 2.4621 1.3283 -1.5489
H 1.6865 -2.2207 -3.4724
H 3.5845 -1.9092 -5.0176
H 5.0279 3.1070 -5.6561
H 3.8041 4.2830 -7.4713
H 2.9525 0.7629 -9.3918
H 4.1367 -0.5757 -7.6653
O -2.2063 -0.1490 -0.4299
```

No. 3
Entry from the OMol25 dataset: a structure of composition C29H33CrN2O9P2STe (the ωB97M-V functional and the def2-TZVPD basis).

Output
- M (g/mol) = 827.20
- E_tot (a.u.) = -4305.09651
- ⟨S²⟩ = 3.794
- spin multiplicity = 4
- E_LUMO (spin up / spin down) (eV) = 3.8 / 3.8
- HOMO energy (spin up / spin down) (eV) = -0.767 / -1.780
- charge = -2

XYZ file:
```
78
C29H33CrN2O9P2STe (the ωB97M-V functional and the def2-TZVPD basis)
Cr 0.0623 -0.0662 0.6608
O -2.3407 -1.9110 5.9638
C -1.8855 -1.6050 4.8866
C -2.6785 -1.0729 3.6943
O -3.8851 -0.9034 3.6824
C -1.6868 -0.8741 2.6443
C -0.3932 -1.1910 3.0953
O 0.6355 -1.0726 2.3417
C -0.4216 -1.6836 4.4770
O 0.4924 -2.0984 5.1638
O -1.8367 -0.4997 1.4184
C 3.6027 -0.1184 0.9210
P 2.2636 0.2919 -0.2533
C 2.5527 -0.9240 -1.5925
N 3.7184 -0.8553 -2.2739
C 3.9093 -1.8152 -3.2258
C 5.0814 -1.8085 -4.0000
C 5.3104 -2.7664 -4.9750
C 4.3640 -3.7666 -5.2002
C 3.2017 -3.7973 -4.4456
C 2.9451 -2.8379 -3.4534
N 1.7958 -2.9105 -2.7171
C 1.6191 -1.9330 -1.8038
P 0.2227 -2.0475 -0.6239
C 0.7295 -3.5034 0.3555
C -1.2606 -2.6626 -1.5827
C -1.5209 -1.6166 -2.6698
C -2.4553 -2.7041 -0.6237
C -1.1155 -4.0526 -2.2119
C 2.8010 1.9430 -0.9475
C 2.3987 3.0230 0.0625
C 4.3081 2.0723 -1.1938
C 2.0363 2.1541 -2.2549
H 4.5175 -0.3348 0.3689
H 3.2964 -0.9883 1.5021
H 3.7653 0.7073 1.6146
H 5.8019 -1.0220 -3.8046
H 6.2225 -2.7368 -5.5603
H 4.5366 -4.5196 -5.9607
H 2.4539 -4.5680 -4.5965
H 1.0116 -4.3191 -0.3109
H -0.0690 -3.8176 1.0286
H 1.5808 -3.2092 0.9680
H -1.5495 -0.6041 -2.2562
H -2.4879 -1.8136 -3.1464
H -0.7458 -1.6536 -3.4385
H -2.7500 -1.7115 -0.2880
H -2.2487 -3.3015 0.2676
H -3.2991 -3.1720 -1.1439
H -0.2113 -4.1472 -2.8049
H -1.9911 -4.2320 -2.8485
H -1.1126 -4.8301 -1.4423
H 2.8421 2.8426 1.0448
H 1.3219 3.1137 0.1931
H 2.7721 3.9894 -0.2961
H 4.8604 2.0792 -0.2507
H 4.4879 3.0385 -1.6820
H 4.6933 1.2737 -1.8207
H 0.9627 1.9932 -2.1273
H 2.4037 1.4792 -3.0304
H 2.1821 3.1857 -2.5944
O -2.5539 2.1414 1.4049
S -1.1116 2.3405 0.7591
O -0.9874 3.7433 0.4851
O -1.0236 1.4570 -0.4318
O -0.1424 1.7932 1.7345
Te -3.9373 0.9807 0.5154
C -5.1517 2.6865 0.2262
C -4.8183 3.9634 0.6663
C -5.7008 5.0177 0.4677
C -6.9207 4.8175 -0.1649
C -7.2534 3.5447 -0.6094
C -6.3722 2.4901 -0.4169
H -3.8647 4.1345 1.1480
H -5.4251 6.0076 0.8119
H -7.6028 5.6452 -0.3161
H -8.1983 3.3714 -1.1110
H -6.6501 1.5036 -0.7783
```